A 9-piece molecular cluster, C24H40BBrO38S8 overall at a distorted geometry. Source: the Open Molecules 2025 dataset; level of theory: ωB97M-V/def2-TZVPD.

Geometry (Å):
Br (0.60009, 2.16625, 0.24362)
O (-6.51357, -5.15046, 1.08013)
C (-4.61523, -3.64689, -0.14371)
O (-0.34314, -4.00090, -4.55913)
H (-3.56183, -1.58396, -0.20626)
O (-5.32278, -6.01267, 3.09560)
H (-0.22907, 0.83453, -3.10881)
O (4.53368, 2.47935, -8.03940)
H (-5.48946, -5.91989, 5.16677)
H (-6.33742, 8.69380, 3.73812)
O (4.57902, 0.32016, -6.78510)
O (-6.14722, 6.85376, 4.68903)
S (-6.35983, -6.34454, 1.88118)
H (-2.21773, 4.49517, 2.11948)
H (5.49531, -0.67644, 0.61593)
C (-0.03864, 0.21827, -2.09239)
H (-5.75133, -3.60298, 0.11906)
C (-2.55661, 3.65663, 2.73700)
C (-0.46557, -2.47762, -2.59960)
H (-1.08530, 0.24272, -1.55336)
O (-7.70081, -6.52251, 2.79113)
C (5.64659, 3.34601, -8.24700)
H (-6.29983, -4.62509, 4.24233)
O (4.11188, -0.07854, 3.60403)
C (-8.15255, 1.64787, 0.35600)
H (5.27072, -0.94158, -4.98734)
C (1.78958, -1.85282, -3.18392)
O (-7.90193, 0.25156, 3.58402)
C (0.41228, -1.24132, -2.64171)
O (-3.07314, 2.55150, -0.29126)
O (-4.28530, 5.24034, 5.09833)
H (6.68091, -1.53158, -5.90987)
H (-5.05309, -1.76918, -1.35118)
H (7.54005, -1.83828, 2.41691)
H (-8.15184, -6.12551, 4.78044)
C (5.60767, 0.41132, 0.66797)
C (0.35917, -3.40616, -3.62674)
C (-7.34082, -6.53385, 4.17152)
H (-4.40142, 2.99417, 3.68000)
C (-6.06911, -5.69534, 4.26824)
B (-1.87248, -2.68369, -1.81396)
O (-9.25830, -0.07596, 1.51108)
O (-4.55765, 3.09461, 1.63769)
H (-3.95837, -3.72193, 0.84104)
O (1.77386, -3.12783, -3.92382)
H (4.48111, 2.17668, 0.07941)
H (5.83314, 3.48511, -9.31453)
H (-8.15694, 2.71979, 0.14446)
O (-7.26712, 1.35121, 1.43340)
H (-3.93956, 8.42880, 4.14215)
H (-2.05873, 3.69717, 3.70872)
S (-7.76861, -0.01462, 2.17059)
H (-7.80282, 1.10417, -0.52798)
O (-2.23045, 2.44807, 2.05451)
C (9.37662, -2.03054, 1.26738)
C (1.10963, 1.16652, -1.40410)
H (5.33368, -2.87988, -3.49662)
O (6.26550, 2.11063, -6.34456)
H (5.68312, -3.60600, -5.09014)
S (-3.44013, 2.07799, 1.02489)
C (8.01102, -2.53977, 1.72075)
O (7.31589, -3.26954, -3.84948)
O (8.12242, -1.82685, -1.97539)
O (-3.26726, -2.61970, -2.16940)
C (-4.06557, -2.31036, -0.97327)
O (2.30652, 1.31398, -2.01421)
H (7.22716, 1.85562, -8.13780)
O (-1.53391, -3.12805, -0.41097)
O (10.53182, -4.79812, 2.55752)
H (-7.15218, -7.57133, 4.46580)
O (9.62724, -3.42685, 4.49540)
S (-5.09532, 6.23071, 5.76873)
H (7.61325, 3.37892, -7.28975)
O (2.88451, -1.57447, -2.53050)
O (9.36881, -1.89460, -4.18806)
O (4.46903, 2.41615, 3.28311)
C (4.30718, 1.11665, 0.29253)
H (-10.19103, 0.95603, -0.03275)
C (6.21308, -1.49045, -4.92054)
O (10.26205, -2.32721, 2.34478)
O (5.85582, 0.76738, 2.02695)
H (9.37223, -0.95862, 1.05585)
C (6.03117, -2.89047, -4.34038)
S (4.43955, 1.06105, 2.77918)
O (-5.81317, 5.96274, 6.99511)
O (3.48692, 1.03089, 1.45555)
H (-4.35390, -4.60978, -0.78941)
C (-4.57190, 8.55854, 5.02639)
H (-4.48607, 4.64919, 3.01484)
S (4.69556, 1.74676, -6.59111)
H (-4.42620, 9.56303, 5.43266)
H (-9.98913, 1.84013, 1.50553)
O (-6.01069, -7.62906, 1.32037)
H (3.81276, 0.65087, -0.56325)
H (7.33814, -2.72238, 0.87864)
S (8.14711, -1.93589, -3.41549)
O (-6.99735, -1.11971, 1.64614)
H (6.44298, 0.72074, 0.03410)
C (6.81625, 2.67184, -7.53490)
H (5.41141, 4.31301, -7.78989)
O (7.11623, -0.83363, -4.03415)
O (3.90606, 2.47776, -5.62495)
O (-3.86157, 0.72091, 1.28397)
O (8.27087, -3.75437, 2.42247)
C (-6.03603, 8.27512, 4.70126)
C (-4.07775, 3.64651, 2.86255)
H (-1.25759, -2.34266, 0.13595)
S (9.76056, -3.69303, 3.08197)
C (-9.51815, 1.13865, 0.80937)
O (-4.19746, 7.57369, 5.98818)
H (-6.69555, 8.65867, 5.48692)
H (9.72635, -2.57424, 0.38340)

As for the total charge: 0. The molar mass is 1283.8 g/mol. For the orbital gap, the calculation gives 8.733 eV. The value obtained for the HOMO energy is -10.17 eV. The SMILES is CCOB(O)C1=C(CC(=O)Br)C(=O)OC1=O.O=S1(=O)OCCO1.O=S1(=O)OCCO1.O=S1(=O)OCCO1.O=S1(=O)OCCO1.O=S1(=O)OCCO1.O=S1(=O)OCCO1.O=S1(=O)OCCO1.O=S1(=O)OCCO1.



A 12-piece molecular cluster, C24H40Cl22NOS overall at a distorted geometry. Source: the Open Molecules 2025 dataset; level of theory: ωB97M-V/def2-TZVPD.

Geometry (Å):
H (-0.50089, -1.32964, -3.73614)
C (-4.07588, 1.26152, 2.66772)
Cl (4.78746, -0.80325, -3.74844)
Cl (-1.41965, -0.66480, -5.88430)
C (-0.47531, 0.56489, 1.69920)
H (-3.19038, 1.60821, 3.22984)
H (0.47796, 3.04180, 6.84638)
S (-1.81285, 1.41556, 0.76502)
H (3.53861, 4.33020, -5.45802)
H (-0.53457, 0.92301, -1.23158)
Cl (-0.98170, -2.72044, 2.41739)
H (0.66402, 0.38872, 4.91947)
H (8.32716, 0.12681, 1.00434)
C (-3.74045, 4.92806, -0.58899)
H (-1.35435, 3.91399, -2.57809)
H (-4.80850, -0.26215, 1.35298)
H (1.98588, -1.47540, 1.22361)
H (8.92196, -0.66198, -0.47313)
C (-1.16510, 1.77536, -0.89264)
C (-3.14931, 4.23065, -1.37612)
Cl (8.33621, 1.58913, -0.84116)
C (-4.78640, 2.49299, 1.97851)
H (-5.74751, 2.48963, -6.49733)
Cl (1.39146, -4.69492, -2.94954)
C (3.17935, 3.62728, -4.71350)
O (-3.06235, 0.40276, 0.50360)
Cl (0.81304, 0.76329, 7.34582)
H (1.25504, -1.58295, -3.74218)
N (0.33068, -0.25402, 1.01464)
Cl (1.40885, 3.66635, -4.69126)
C (6.81449, -4.27334, 0.98580)
Cl (1.61208, -3.16928, -5.42660)
C (-2.85718, -1.53847, -6.43531)
H (-3.34299, -0.80224, 2.18699)
C (0.59136, 0.21134, 3.83248)
C (-0.06748, -1.38401, 10.27712)
Cl (-4.10938, 3.82953, -5.46826)
H (-5.04395, 2.19713, 0.94201)
H (5.25774, -3.07996, -3.38095)
Cl (-5.50508, 1.51412, -4.36533)
H (6.19298, -4.53629, 1.83602)
C (-2.26428, 1.98840, -1.97610)
H (-1.07771, 1.57181, 3.59284)
C (1.38064, -4.77209, -4.71718)
Cl (8.23000, -3.38950, 1.56664)
H (-4.12876, 5.61160, 0.15332)
H (0.42511, -5.16686, -5.04748)
Cl (-0.74786, 0.23401, 10.48898)
Cl (-2.42126, -3.00416, -7.32064)
H (-0.48367, 2.64338, -0.80099)
H (0.90278, -1.42232, 10.76195)
H (0.54368, 2.74108, 8.59779)
Cl (4.35099, -2.37642, -1.32200)
H (-4.78439, 0.87827, 3.43574)
H (-2.07096, 1.34418, -2.85633)
Cl (0.45904, -0.85889, -1.63479)
C (-0.42093, 0.87310, 3.06270)
H (-5.69810, 2.72442, 2.55463)
H (2.18497, -5.42187, -5.04671)
C (4.45590, -2.40833, -3.09009)
H (3.51170, -2.76421, -3.48860)
Cl (6.57101, -0.68528, -0.34107)
H (-2.97171, 3.52497, -3.36834)
Cl (7.27710, -5.75202, 0.13717)
H (-3.31088, -3.04613, 2.59816)
Cl (-1.10960, -2.62084, 10.98517)
C (-2.46659, -3.68583, 2.36044)
Cl (3.77852, 2.01391, -5.10339)
H (-3.28316, 1.72428, -1.62217)
C (-3.81261, 0.08070, 1.70860)
C (0.16035, 2.38245, 7.64780)
C (1.46999, -0.66254, 3.14988)
H (-4.11052, 3.36604, 2.00685)
H (3.54664, 3.90760, -3.73156)
Cl (-2.41640, -5.01565, 3.51797)
Cl (0.68134, 0.67792, -4.10477)
H (-3.45246, -1.81483, -5.57074)
H (0.04021, -1.58130, 9.21515)
C (-2.36529, 3.48981, -2.44317)
H (-3.43211, -0.89049, -7.08906)
H (6.26122, -3.63563, 0.30340)
C (-5.59560, 2.87485, -5.49436)
C (0.44983, -0.93384, -3.40622)
H (2.27252, -1.17046, 3.69546)
H (-2.58012, -4.09348, 1.36084)
C (1.27338, -0.81604, 1.75336)
C (8.17452, 0.00991, -0.06385)
H (-6.42718, 3.51184, -5.21132)
Cl (-1.60379, 2.36725, 7.70772)

As for the total charge: +1. The molar mass is 1170.6 g/mol. For the orbital gap, the calculation gives 8.841 eV. The value obtained for the HOMO energy is -12.15 eV.